i | Formula: C6H8
Source: the OMol25 dataset
Level of theory: the ωB97M-V functional and the def2-TZVPD basis

## Properties
HOMO (eV): -9.4785
Charge: 0

Positions of all 14 atoms, in Å:
C -0.283 2.153 -2.058
C -0.161 1.466 -1.064
C -0.419 0.335 -0.216
C 0.449 -0.967 -0.426
C 0.745 -1.000 1.096
C -0.297 0.116 1.309
H 0.253 2.791 -2.707
H -1.485 0.464 -0.475
H -0.125 -1.823 -0.785
H 1.341 -0.874 -1.064
H 0.550 -1.951 1.604
H 1.760 -0.683 1.356
H -0.049 0.955 1.959
H -1.254 -0.313 1.623

---

ii | Formula: C6H8
Source: the OMol25 dataset
Level of theory: the ωB97M-V functional and the def2-TZVPD basis

## Properties
HOMO (spin up / spin down) (eV): -8.0484 / -8.5107
Charge: 0

Positions of all 14 atoms, in Å:
C -2.669 -0.637 0.226
C -1.537 -0.383 -0.132
C -0.044 2.185 0.035
C 0.681 1.017 -0.088
C 0.740 -1.406 0.504
C -0.133 -0.242 -0.032
H -3.692 -0.754 0.152
H 0.453 3.160 0.086
H -1.035 1.876 0.168
H 1.660 0.820 -0.302
H 1.620 -1.209 -0.085
H 0.985 -1.257 1.537
H 0.280 -2.420 0.241
H 0.097 -0.625 -1.904

---

Short version: i, ii, most stable first.

---

i | Formula: C6H8
Source: the OMol25 dataset
Level of theory: the ωB97M-V functional and the def2-TZVPD basis

## Properties
HOMO (eV): -9.1666
Charge: 0

Positions of all 14 atoms, in Å:
C -1.386 0.985 -0.398
C -1.341 -0.198 0.210
C -0.460 -1.337 -0.234
C 0.823 -1.152 0.578
C 1.527 -0.088 0.297
C 1.818 1.137 -0.049
H -0.889 1.156 -1.350
H 1.185 1.915 0.376
H -1.896 1.835 0.045
H -1.811 -0.320 1.186
H -0.243 -1.277 -1.306
H -0.911 -2.315 -0.035
H 1.007 -1.778 1.446
H 2.576 1.435 -0.765

---

ii | Formula: C6H8
Source: the OMol25 dataset
Level of theory: the ωB97M-V functional and the def2-TZVPD basis

## Properties
HOMO (eV): -8.1131
Charge: 0

Positions of all 14 atoms, in Å:
C 0.595 -0.987 -1.119
C 0.282 0.395 -0.510
C -1.228 0.487 -0.201
C -1.450 0.033 1.213
C -0.122 0.183 1.800
C 0.835 0.435 0.878
H 1.650 -1.258 -1.007
H 0.339 -1.021 -2.182
H 0.685 1.188 -1.154
H -1.876 0.006 -0.942
H -1.548 1.542 -0.151
H -0.001 -1.744 -0.596
H 0.080 0.053 2.861
H 1.896 0.586 1.078

---

Short version: i, ii, most stable first.

---

i | Formula: C3H5N5O
Source: the OMol25 dataset
Level of theory: the ωB97M-V functional and the def2-TZVPD basis

## Properties
HOMO (eV): -8.4446
Charge: 0

Positions of all 14 atoms, in Å:
C 0.202 1.195 -0.998
C -0.193 -1.536 1.168
C 0.791 -1.207 -1.286
H -0.790 1.237 1.450
H -1.369 2.910 1.289
H 0.724 1.237 -1.943
H -0.655 -1.725 2.175
H 1.374 -1.007 -2.148
N -0.992 1.993 0.818
N -0.227 2.220 -0.308
N 0.115 -0.182 -0.608
N 0.014 -2.498 0.407
N 0.820 -2.374 -0.809
O 0.187 -0.263 0.793

---

ii | Formula: C3H5N5O
Source: the OMol25 dataset
Level of theory: the ωB97M-V functional and the def2-TZVPD basis

## Properties
HOMO (eV): -9.2137
Charge: 0

Positions of all 14 atoms, in Å:
C 0.145 1.092 -0.215
C 1.651 0.864 0.282
C -0.260 -0.288 -0.587
H -3.195 -1.265 0.085
H -0.924 -2.079 0.738
H 2.204 1.289 -0.613
H 2.095 0.941 1.419
H 2.258 -0.611 -0.947
N -2.039 -1.202 0.660
N -1.752 -0.221 -0.520
N -0.702 1.980 0.182
N 1.812 -0.583 0.139
N 0.591 -1.228 -0.431
O -1.885 1.309 -0.194

---

Short version: i, ii, most stable first.

---

i | Formula: C3H5N5O
Source: the OMol25 dataset
Level of theory: the ωB97M-V functional and the def2-TZVPD basis

## Properties
HOMO (eV): -9.1506
Charge: 0

Positions of all 14 atoms, in Å:
C -1.440 -0.141 -0.114
C 0.017 -0.278 -0.275
C 2.151 0.129 0.312
H -3.085 -1.269 -0.228
H -1.825 -2.342 0.708
H -2.815 1.289 -0.092
H 3.042 0.721 0.993
H -0.504 1.973 -0.199
N -2.160 -1.243 0.428
N -1.849 1.090 -0.134
N 0.731 -1.406 -0.356
N 2.008 -1.260 -0.108
N 0.889 0.769 0.031
O 0.434 1.965 0.032

---

ii | Formula: C3H5N5O
Source: the OMol25 dataset
Level of theory: the ωB97M-V functional and the def2-TZVPD basis

## Properties
HOMO (eV): -9.3336
Charge: 0

Positions of all 14 atoms, in Å:
C -0.633 0.861 0.089
C -1.851 0.277 -0.317
C 1.963 -0.179 -0.414
H -0.793 2.450 -0.420
H -2.837 0.823 -0.652
H -0.743 -2.236 0.660
H 1.813 -0.121 1.583
H 1.206 -0.614 -1.354
N -0.052 1.925 0.156
N -1.833 -1.000 -0.335
N -0.537 -1.446 -0.023
N -0.130 -0.282 0.670
N 1.287 -0.323 0.849
O 3.141 -0.135 -0.493

---

Short version: ii, i, most stable first.

---

i | Formula: C2H6N3
Source: the OMol25 dataset
Level of theory: the ωB97M-V functional and the def2-TZVPD basis

## Properties
HOMO (eV): -13.9977
Charge: +1

Positions of all 11 atoms, in Å:
C -0.060 -0.652 -0.344
C 0.126 1.012 0.436
N -0.454 -0.998 -1.492
N 0.684 -1.459 0.465
N -0.691 1.901 -0.011
H 0.638 1.159 1.396
H -0.333 -2.010 -1.623
H 1.217 -1.176 1.270
H 0.775 -2.489 0.312
H -0.496 2.935 0.317
H -1.406 1.777 -0.726

---

ii | Formula: C2H6N3
Source: the OMol25 dataset
Level of theory: the ωB97M-V functional and the def2-TZVPD basis

## Properties
HOMO (eV): -15.2617
Charge: +1

Positions of all 11 atoms, in Å:
C 0.274 -0.670 0.426
C -0.243 1.377 -1.102
N -1.049 -0.892 0.293
N -0.010 0.064 -0.640
N 1.060 -1.074 1.380
H 0.711 1.824 -1.223
H -0.940 1.338 -1.927
H -0.891 1.924 -0.351
H -1.580 -1.243 -0.402
H 0.689 -1.849 2.027
H 1.979 -0.797 1.519

---

Short version: i, ii, most stable first.

---

i | Formula: C7H13N4
Source: the OMol25 dataset
Level of theory: the ωB97M-V functional and the def2-TZVPD basis

## Properties
HOMO (eV): -13.2491
Charge: +1

Positions of all 24 atoms, in Å:
C 1.598 0.704 0.306
C 1.065 -1.289 0.979
C 1.285 1.994 -0.362
C -0.649 0.187 -0.336
C 0.339 -2.531 1.302
C -1.724 0.682 0.582
C -1.091 -0.649 -1.498
N 2.621 0.204 0.905
N 2.283 -1.019 1.325
N 0.547 -0.193 0.294
N 0.040 1.727 -1.102
H 1.136 2.778 0.387
H 2.105 2.299 -1.013
H -0.687 -2.514 0.947
H 0.866 -3.377 0.866
H 0.347 -2.670 2.381
H -1.353 1.452 1.256
H -2.054 -0.153 1.203
H -2.587 1.049 0.032
H -1.468 -1.604 -1.125
H -0.269 -0.873 -2.174
H -1.904 -0.173 -2.042
H -0.661 2.464 -1.034
H 0.213 1.505 -2.081

---

ii | Formula: C7H13N4
Source: the OMol25 dataset
Level of theory: the ωB97M-V functional and the def2-TZVPD basis

## Properties
HOMO (eV): -14.8114
Charge: +1

Positions of all 24 atoms, in Å:
C -0.231 0.232 1.496
C 3.020 3.176 1.255
C 2.931 2.525 0.167
C -2.341 -1.426 0.402
C -0.153 -2.207 -0.756
C -1.429 -0.375 -1.804
C -1.139 -1.023 -0.499
N 0.806 1.040 1.757
N 0.782 0.584 -0.349
N -0.268 -0.100 0.211
N 1.319 1.271 0.545
H -0.984 0.075 2.222
H 3.793 4.011 1.104
H 2.355 3.117 2.117
H 3.231 2.288 -0.848
H -2.914 -0.720 0.821
H -2.886 -2.196 -0.109
H -1.875 -1.967 1.238
H 0.974 -1.972 -0.830
H -0.131 -2.990 0.063
H -0.367 -2.637 -1.871
H -1.906 0.549 -1.545
H -0.484 -0.298 -2.357
H -2.104 -0.956 -2.431

---

Short version: i, ii, most stable first.

---

i | Formula: C3H4N2S2
Source: the OMol25 dataset
Level of theory: the ωB97M-V functional and the def2-TZVPD basis

## Properties
HOMO (eV): -9.0224
Charge: 0

Positions of all 11 atoms, in Å:
C -1.549 -0.213 0.541
C -0.769 0.974 0.292
C 1.998 -0.374 -0.155
H -0.412 -0.785 -1.277
H -1.269 1.851 0.674
H 2.118 -0.199 0.930
H 2.701 -1.001 -0.866
N 0.309 1.201 -0.349
N 1.101 0.277 -0.854
S -1.470 -1.437 -0.637
S -2.759 -0.295 1.702

---

ii | Formula: C3H4N2S2
Source: the OMol25 dataset
Level of theory: the ωB97M-V functional and the def2-TZVPD basis

## Properties
HOMO (eV): -9.2728
Charge: 0

Positions of all 11 atoms, in Å:
C 1.140 0.167 -0.310
C 0.414 1.366 0.008
C 0.043 -0.662 -0.303
H 2.335 -1.127 1.579
H 0.887 2.452 0.074
H -2.924 -0.855 -1.170
H 0.000 -1.691 -0.139
N -0.856 1.210 0.082
N -1.055 0.006 -0.006
S 2.855 -0.421 0.042
S -2.838 -0.444 0.143

---

iii | Formula: C3H4N2S2
Source: the OMol25 dataset
Level of theory: the ωB97M-V functional and the def2-TZVPD basis

## Properties
HOMO (eV): -8.6844
Charge: 0

Positions of all 11 atoms, in Å:
C -1.018 -0.466 -0.461
C 0.081 -1.021 -1.200
C 0.243 0.499 1.273
N -1.060 0.157 0.606
N 0.946 1.199 0.200
S 0.199 -2.489 -1.877
S 1.729 0.216 -1.027
H -2.002 -0.597 -0.885
H -0.083 1.189 2.025
H 0.691 -0.352 1.757
H 0.274 1.665 -0.410

---

iv | Formula: C3H4N2S2
Source: the OMol25 dataset
Level of theory: the ωB97M-V functional and the def2-TZVPD basis

## Properties
HOMO (eV): -8.6615
Charge: 0

Positions of all 11 atoms, in Å:
C 0.255 -0.905 0.634
C -0.902 -0.176 1.006
C -1.048 0.763 0.012
H 1.915 -2.480 0.594
H -1.560 -0.308 1.866
H -1.784 1.558 -0.149
H 1.170 2.271 -1.812
N -0.018 0.573 -0.870
N 0.777 -0.467 -0.488
S 0.950 -2.253 1.515
S 0.246 1.425 -2.306

---

Short version: iv, iii, i, ii, most stable first.

---

i | Formula: C4H7N3O
Source: the OMol25 dataset
Level of theory: the ωB97M-V functional and the def2-TZVPD basis

## Properties
HOMO (eV): -9.1757
Charge: 0

Positions of all 15 atoms, in Å:
C -3.158 -0.195 -0.139
C 0.139 0.571 0.000
C 2.160 -0.181 -0.653
C 2.060 -0.639 0.734
H -3.563 0.952 -0.339
H -3.870 -0.913 -0.353
H -1.772 1.345 0.128
H 2.473 0.821 -0.932
H 2.663 -0.856 -1.488
H 2.452 -1.740 0.906
H 2.076 0.093 1.670
N -1.939 -0.660 0.147
N -1.229 0.394 0.359
N 0.738 -0.664 -0.171
O 0.771 1.670 0.131

---

ii | Formula: C4H7N3O
Source: the OMol25 dataset
Level of theory: the ωB97M-V functional and the def2-TZVPD basis

## Properties
HOMO (eV): -8.9683
Charge: 0

Positions of all 15 atoms, in Å:
C 0.225 -0.880 -0.146
C 1.694 -0.512 -0.792
C 0.485 0.545 -0.709
C -1.337 -0.514 -0.151
H 0.313 0.057 1.819
H 0.039 -1.629 1.797
H 2.328 -0.755 -0.075
H 1.912 -0.691 -1.751
H 0.012 0.556 -1.716
H -0.245 2.325 -0.347
H -2.151 1.217 0.690
N 0.616 -0.815 1.443
N -0.204 1.502 0.229
N -1.383 0.791 0.284
O -2.302 -1.198 -0.576

---

iii | Formula: C4H7N3O
Source: the OMol25 dataset
Level of theory: the ωB97M-V functional and the def2-TZVPD basis

## Properties
HOMO (eV): -8.8758
Charge: 0

Positions of all 15 atoms, in Å:
C 1.697 -0.557 0.642
C -2.048 -0.778 0.161
C -2.000 0.657 -0.030
C -0.532 0.998 -0.301
H 1.242 -1.580 1.132
H 2.915 -0.511 0.470
H 1.225 0.393 1.166
H 1.580 0.015 -1.555
H -2.749 -1.467 0.432
H -2.699 1.191 0.642
H 1.102 2.045 -0.510
N 1.193 -0.773 -0.689
N -0.100 -0.230 -0.882
N 0.195 1.967 -0.195
O -1.020 -1.369 -0.483

---

Short version: i, ii, iii, most stable first.

---

i | Formula: C4H7N3O
Source: the OMol25 dataset
Level of theory: the ωB97M-V functional and the def2-TZVPD basis

## Properties
HOMO (eV): -8.4462
Charge: 0

Positions of all 15 atoms, in Å:
C -2.268 -0.470 -0.281
C 0.516 0.717 -0.235
C 2.682 0.005 0.184
C -0.587 1.748 -0.082
H -2.025 0.472 -1.152
H -2.721 -1.666 -0.766
H -3.038 0.042 0.644
H -1.124 -2.071 0.405
H 2.706 -1.161 -0.306
H 2.755 0.059 1.525
H 3.625 0.372 -0.263
N -0.999 -0.980 0.316
N 0.297 -0.506 0.020
N -1.586 2.416 0.336
O 1.768 1.023 -0.345

---

ii | Formula: C4H7N3O
Source: the OMol25 dataset
Level of theory: the ωB97M-V functional and the def2-TZVPD basis

## Properties
HOMO (eV): -8.3211
Charge: 0

Positions of all 15 atoms, in Å:
C 0.688 -2.037 0.156
C 0.332 -0.596 0.080
C -0.292 0.186 1.045
C 0.278 0.231 -1.086
H 1.712 -2.138 0.448
H 0.624 -2.298 -0.930
H 0.076 -2.633 0.718
H 0.237 -0.283 3.099
H -1.048 0.621 2.686
H -0.768 2.090 -1.316
H 0.358 0.275 -2.831
N -0.517 -0.211 2.416
N -1.018 1.175 0.490
N -0.711 1.164 -0.854
O 1.062 0.346 -2.177

---

Short version: ii, i, most stable first.

---

i | Formula: C4H7N3O
Source: the OMol25 dataset
Level of theory: the ωB97M-V functional and the def2-TZVPD basis

## Properties
HOMO (eV): -9.2059
Charge: 0

Positions of all 15 atoms, in Å:
C -1.318 1.138 0.272
C 0.104 1.069 -0.073
C 0.567 -1.477 0.218
C 1.858 -0.627 0.024
H -3.126 -1.038 -0.502
H -1.454 1.986 0.942
H 1.783 1.749 -0.655
H -0.087 -2.189 -0.400
H 0.021 -1.306 1.274
H 2.512 -0.795 -0.880
H 2.271 -0.220 0.994
N -2.390 0.504 0.073
N 0.792 2.130 -0.340
N 0.570 -0.103 -0.450
O -2.102 -0.820 -0.496

---

ii | Formula: C4H7N3O
Source: the OMol25 dataset
Level of theory: the ωB97M-V functional and the def2-TZVPD basis

## Properties
HOMO (eV): -9.1669
Charge: 0

Positions of all 15 atoms, in Å:
C -1.047 -1.208 -0.164
C 1.207 -0.576 -0.179
N 2.343 -0.702 0.567
N 1.025 0.414 -1.036
C -1.567 0.534 -0.378
C -1.630 1.250 0.753
N 0.201 -1.387 0.171
O -1.971 -1.914 -0.424
H 2.401 -1.531 1.138
H 3.205 -0.334 0.202
H -0.231 0.644 -0.965
H 1.738 1.130 -1.071
H -2.418 0.536 -1.051
H -2.463 1.900 0.994
H -0.793 1.243 1.444

---

Short version: ii, i, most stable first.

---

i | Formula: BF4H22O11
Source: the OMol25 dataset
Level of theory: the ωB97M-V functional and the def2-TZVPD basis

## Properties
HOMO (eV): -7.7334
Charge: -1

Positions of all 38 atoms, in Å:
B -0.165 -8.228 -30.710
F 0.100 -9.186 -31.710
F -0.740 -8.941 -29.620
F 1.045 -7.714 -30.222
F -1.034 -7.227 -31.122
O 2.753 -6.083 -28.917
H 3.190 -5.448 -29.492
H 2.252 -6.661 -29.537
O 0.403 -12.419 -31.911
H 0.578 -11.657 -32.482
H 1.218 -12.547 -31.415
O 0.069 -10.508 -27.564
H 0.978 -10.298 -27.332
H -0.136 -9.924 -28.324
O 3.537 -7.745 -32.706
H 3.208 -8.359 -32.021
H 3.644 -6.907 -32.249
O -2.596 -6.820 -29.093
H -2.178 -7.660 -28.876
H -2.499 -6.744 -30.050
O 3.251 -9.479 -30.469
H 2.376 -9.139 -30.218
H 3.235 -10.404 -30.205
O -0.681 -6.794 -33.751
H 0.060 -6.197 -33.897
H -0.904 -6.686 -32.806
O -2.052 -11.306 -30.894
H -1.918 -10.398 -31.180
H -1.226 -11.751 -31.139
O -0.388 -9.380 -35.020
H -0.123 -8.736 -34.343
H 0.095 -9.114 -35.807
O -3.883 -7.825 -31.623
H -4.643 -8.312 -31.289
H -3.460 -8.428 -32.246
O 0.385 -5.673 -27.382
H -0.335 -5.699 -28.025
H 1.177 -6.003 -27.847

---

ii | Formula: BF4H22O11
Source: the OMol25 dataset
Level of theory: the ωB97M-V functional and the def2-TZVPD basis

## Properties
HOMO (eV): -7.9789
Charge: -1

Positions of all 38 atoms, in Å:
B 21.666 8.258 -26.586
F 21.526 9.624 -26.734
F 20.510 7.792 -25.991
F 21.736 7.732 -27.829
F 22.779 7.980 -25.851
O 17.685 11.968 -28.990
H 17.804 12.842 -29.363
H 18.568 11.688 -28.749
O 26.200 4.002 -28.530
H 26.160 3.582 -29.389
H 26.558 4.872 -28.705
O 25.000 5.669 -21.447
H 25.185 4.743 -21.290
H 24.573 5.687 -22.303
O 18.192 10.048 -22.404
H 18.965 10.429 -21.987
H 18.545 9.445 -23.059
O 23.687 13.971 -29.477
H 24.417 13.416 -29.753
H 23.260 13.475 -28.779
O 13.831 8.257 -25.878
H 13.372 9.058 -26.130
H 14.650 8.562 -25.488
O 19.869 3.006 -28.440
H 18.971 3.335 -28.485
H 20.396 3.777 -28.228
O 28.504 11.206 -26.126
H 27.607 11.056 -26.424
H 29.051 10.779 -26.786
O 14.999 3.046 -26.003
H 14.253 2.710 -25.506
H 14.937 3.997 -25.913
O 17.347 7.388 -30.648
H 18.287 7.465 -30.813
H 17.160 8.069 -30.001
O 26.070 8.784 -30.198
H 25.323 8.335 -29.802
H 26.397 8.172 -30.857

---

Short version: i, ii, most stable first.

---

i | Formula: C2H3N4O
Source: the OMol25 dataset
Level of theory: the ωB97M-V functional and the def2-TZVPD basis

## Properties
HOMO (spin up / spin down) (eV): -3.8044 / -4.0886
Charge: -1

Positions of all 10 atoms, in Å:
C -1.510 0.783 -0.030
C -0.140 0.776 -0.195
N -1.922 -0.476 0.171
N -0.889 -1.259 0.155
N 0.198 -0.521 -0.072
N 1.385 -1.070 -0.320
O 2.822 0.388 0.251
H -2.198 1.605 -0.031
H 0.616 1.520 -0.328
H 1.638 -1.745 0.399

---

ii | Formula: C2H3N4O
Source: the OMol25 dataset
Level of theory: the ωB97M-V functional and the def2-TZVPD basis

## Properties
HOMO (spin up / spin down) (eV): -1.7263 / -1.7257
Charge: -1

Positions of all 10 atoms, in Å:
C 0.679 1.468 0.310
C 0.212 0.226 0.171
N -0.232 2.401 0.004
N -1.351 1.788 -0.282
N -1.143 0.459 -0.225
N -2.244 -0.574 -0.082
O -3.438 -0.270 0.346
H 1.774 1.579 0.405
H 0.597 -0.789 0.385
H -2.350 -1.103 -0.976

---

Short version: ii, i, most stable first.